Version A
This record from OMol25 describes one molecule with the formula C6H8N2. The level of theory is wB97M-V/def2-TZVPD.

Results
**2S+1**: 1
**Frontier orbital gap**: 8.18 eV
**SMILES**: Nc1ccc2n1CC2
**HOMO energy**: -7.24 eV

Element x y z (Å)
N (0.19519, 0.28646, 0.20065)
N (1.50343, 1.21631, -1.55090)
C (-0.60791, -0.35722, 2.09268)
C (-0.68164, -0.56288, -1.66449)
C (-0.84037, -0.52141, 0.72591)
C (0.41717, 0.42358, -1.19337)
C (0.74935, 0.47158, 1.66097)
C (-1.28175, -1.08902, -0.48608)
H (-0.45940, -1.31086, -2.57415)
H (0.77432, 1.64239, 1.99109)
H (1.27727, 1.51754, -2.37201)
H (2.36398, 0.76425, -1.44794)
H (-0.49665, -1.29460, 2.63867)
H (-1.30567, 0.24621, 2.69728)
H (1.47495, -0.27390, 2.23521)
H (-2.04833, -1.99824, -0.53013)

Atom charges from the Löwdin analysis, given in e for atoms 1 to 5:
1 N -0.0260
2 N 0.1225
3 C -0.1428
4 C -0.0709
5 C -0.2917


Version B
This record from OMol25 describes one molecule with the formula C6H8N2. The level of theory is wB97M-V/def2-TZVPD.

Results
**2S+1**: 1
**Frontier orbital gap (alpha / beta)**: 7.65 / 7.64 eV
**HOMO energy (alpha / beta)**: -7.77 / -7.77 eV

Element x y z (Å)
N (-0.26097, 1.38919, 2.05219)
N (-0.06232, 1.28611, -0.33429)
C (1.10856, 1.52801, -0.82487)
C (-1.00729, -0.13530, -0.98710)
C (-0.60551, -0.69094, 0.70280)
C (-1.60904, -0.26302, -2.05163)
C (-0.21980, 0.69815, 0.99071)
C (0.53691, -1.67515, 0.57393)
H (-2.08612, -0.85995, -2.79948)
H (-0.14535, 2.37571, 1.80560)
H (1.25784, 1.74811, -1.88172)
H (1.37606, -1.24975, 0.01327)
H (-1.41154, -1.03997, 1.34676)
H (0.92247, -1.99258, 1.54962)
H (1.99997, 1.45478, -0.20064)
H (0.20612, -2.57340, 0.04486)

Atom charges from the Löwdin analysis, given in e for atoms 1 to 5:
1 N 0.1747
2 N -0.0191
3 C 0.0371
4 C -0.1717
5 C -0.1665


Quick one: most stable of them? version A